{
  "formula": "H22O11",
  "method": "the ωB97M-V functional and the def2-TZVPD basis",
  "elements": ["O", "H", "H", "O", "H", "H", "O", "H", "H", "O", "H", "H", "O", "H", "H", "O", "H", "H", "O", "H", "H", "O", "H", "H", "O", "H", "H", "O", "H", "H", "O", "H", "H"],
  "positions_angstrom": [[-0.971, 0.211, -1.923], [-1.757, 0.268, -2.476], [-0.800, -0.751, -1.835], [2.631, -2.886, 1.623], [1.815, -2.467, 1.336], [3.210, -2.141, 1.816], [-2.384, -2.401, 3.650], [-2.262, -1.654, 3.045], [-2.819, -2.035, 4.424], [0.507, 3.254, 0.350], [0.920, 2.689, 1.011], [-0.274, 3.619, 0.777], [-1.951, -0.384, 1.651], [-2.418, -0.917, 0.995], [-2.438, 0.450, 1.678], [0.571, 2.756, -2.531], [0.223, 2.026, -2.010], [0.555, 3.496, -1.918], [-0.171, -2.429, -1.908], [-0.488, -3.081, -2.540], [0.172, -2.931, -1.161], [2.695, -1.175, -1.426], [1.850, -0.777, -1.185], [2.501, -1.702, -2.206], [3.202, 0.869, 1.022], [3.500, 0.613, 0.141], [2.251, 0.704, 1.002], [0.588, -0.177, 0.440], [0.131, 0.286, -0.278], [-0.155, -0.416, 1.021], [-2.759, 2.358, -0.475], [-3.415, 2.856, -0.971], [-2.257, 1.869, -1.139]],
  "nbo_charge": [-1.008, 0.482, 0.514, -0.943, 0.463, 0.480, -0.960, 0.481, 0.465, -0.958, 0.483, 0.475, -0.965, 0.489, 0.505, -0.954, 0.471, 0.480, -0.967, 0.491, 0.500, -0.950, 0.476, 0.470, -0.970, 0.481, 0.480, -1.007, 0.493, 0.505, -0.958, 0.475, 0.481],
  "charge": 0,
  "smiles": "O.O.O.O.O.O.O.O.O.O.O",
  "e_tot_ha": -840.8366,
  "homo_lumo_gap_ev": 10.29
}

***

{
  "formula": "H22O11",
  "method": "the ωB97M-V functional and the def2-TZVPD basis",
  "elements": ["H", "H", "H", "H", "H", "H", "H", "H", "H", "H", "H", "H", "H", "H", "H", "H", "H", "H", "H", "H", "H", "H", "O", "O", "O", "O", "O", "O", "O", "O", "O", "O", "O"],
  "positions_angstrom": [[0.997, -1.209, -0.814], [0.310, 0.137, -0.650], [0.052, 1.673, 3.214], [-1.078, 1.031, 4.002], [4.751, -1.215, 3.311], [3.715, -1.559, 2.254], [-0.925, 1.283, -2.025], [-1.716, 0.491, -3.054], [-4.357, 0.047, -2.861], [-3.634, 0.594, -1.642], [1.233, -4.659, 1.534], [1.026, -3.176, 1.796], [-0.428, 0.188, 0.894], [0.519, -0.509, 1.857], [0.939, 2.814, -0.364], [2.265, 2.106, -0.143], [-1.413, 1.476, 0.294], [-2.475, 1.265, 1.360], [-1.657, -2.127, -0.933], [-1.904, -3.428, -0.188], [1.028, 1.845, -3.895], [1.891, 2.716, -2.996], [0.770, -0.407, -1.299], [-0.446, 1.758, 4.035], [4.663, -1.436, 2.377], [-0.964, 0.421, -2.454], [-4.260, 0.846, -2.330], [0.999, -3.834, 1.093], [0.021, -0.652, 1.044], [1.596, 2.626, 0.316], [-2.173, 1.903, 0.704], [-1.288, -3.007, -0.798], [1.945, 1.999, -3.638]],
  "nbo_charge": [0.484, 0.430, 0.465, 0.461, 0.467, 0.461, 0.448, 0.472, 0.468, 0.470, 0.467, 0.455, 0.440, 0.474, 0.460, 0.487, 0.435, 0.474, 0.464, 0.462, 0.472, 0.454, -0.922, -0.924, -0.928, -0.921, -0.937, -0.922, -0.916, -0.944, -0.905, -0.926, -0.925],
  "charge": 0,
  "smiles": "O.O.O.O.O.O.O.O.O.O.O",
  "e_tot_ha": -840.7319,
  "homo_lumo_gap_ev": 9.79
}

***

{
  "formula": "H22O11",
  "method": "the ωB97M-V functional and the def2-TZVPD basis",
  "elements": ["O", "H", "H", "O", "H", "H", "O", "H", "H", "O", "H", "H", "O", "H", "H", "O", "H", "H", "O", "H", "H", "O", "H", "H", "O", "H", "H", "O", "H", "H", "O", "H", "H"],
  "positions_angstrom": [[-2.780, 1.149, -0.124], [-1.892, 1.191, -0.494], [-3.339, 1.050, -0.902], [0.452, 1.202, -4.138], [0.251, 1.773, -4.897], [0.362, 1.921, -3.503], [-2.164, -0.414, -3.202], [-2.947, -0.662, -3.714], [-2.549, -0.693, -2.355], [-1.012, -3.689, -2.979], [-0.553, -2.962, -2.537], [-0.316, -4.190, -3.409], [-1.016, -0.975, 3.781], [-0.489, -1.774, 3.813], [-0.471, -0.238, 3.496], [2.554, -1.784, 2.815], [2.882, -2.399, 3.483], [2.600, -2.341, 2.024], [1.921, 3.570, -2.164], [1.557, 3.101, -1.410], [2.378, 4.339, -1.813], [-0.217, -1.504, -0.616], [0.156, -0.658, -0.877], [-0.559, -1.415, 0.278], [0.565, -3.774, 1.899], [0.492, -3.023, 2.484], [-0.104, -3.754, 1.211], [-1.752, 2.621, 3.198], [-2.450, 3.239, 2.958], [-2.210, 1.776, 3.245], [3.203, 3.056, 1.378], [3.978, 2.795, 0.875], [3.471, 3.466, 2.199]],
  "nbo_charge": [-0.937, 0.468, 0.470, -0.922, 0.460, 0.461, -0.921, 0.463, 0.457, -0.950, 0.486, 0.464, -0.948, 0.467, 0.482, -0.950, 0.469, 0.483, -0.951, 0.474, 0.477, -0.957, 0.479, 0.479, -0.956, 0.469, 0.484, -0.943, 0.470, 0.472, -0.952, 0.475, 0.477],
  "charge": 0,
  "smiles": "O.O.O.O.O.O.O.O.O.O.O",
  "e_tot_ha": -840.7851,
  "homo_lumo_gap_ev": 10.96
}

***

{
  "formula": "H22O11",
  "method": "the ωB97M-V functional and the def2-TZVPD basis",
  "elements": ["O", "H", "H", "O", "H", "H", "O", "H", "H", "O", "H", "H", "O", "H", "H", "O", "H", "H", "O", "H", "H", "O", "H", "H", "O", "H", "H", "O", "H", "H", "O", "H", "H"],
  "positions_angstrom": [[20.054, 9.790, -24.963], [19.151, 9.603, -24.707], [19.996, 10.594, -25.480], [26.204, 13.122, -24.881], [26.068, 12.179, -24.975], [26.353, 13.251, -23.945], [23.424, 8.094, -25.196], [22.538, 8.450, -25.257], [23.900, 8.510, -25.914], [27.155, 9.340, -25.009], [28.107, 9.337, -25.111], [27.006, 8.972, -24.138], [23.947, 5.498, -29.298], [23.026, 5.333, -29.095], [24.377, 5.535, -28.444], [23.692, 4.561, -23.665], [23.215, 5.216, -24.175], [23.009, 4.059, -23.221], [23.987, 11.138, -21.355], [24.390, 10.427, -20.856], [23.509, 10.698, -22.057], [26.502, 11.409, -28.508], [26.790, 12.187, -28.031], [26.625, 10.689, -27.890], [26.193, 5.176, -26.362], [26.914, 5.605, -25.901], [25.629, 4.840, -25.665], [20.017, 5.228, -24.607], [19.258, 5.773, -24.401], [20.306, 4.888, -23.760], [26.846, 6.300, -22.513], [26.031, 5.807, -22.605], [27.463, 5.676, -22.130]],
  "nbo_charge": [-0.945, 0.471, 0.474, -0.945, 0.474, 0.471, -0.956, 0.479, 0.476, -0.953, 0.471, 0.482, -0.942, 0.463, 0.479, -0.956, 0.487, 0.469, -0.939, 0.467, 0.472, -0.940, 0.471, 0.469, -0.949, 0.474, 0.475, -0.933, 0.470, 0.462, -0.952, 0.482, 0.470],
  "charge": 0,
  "smiles": "O.O.O.O.O.O.O.O.O.O.O",
  "e_tot_ha": -840.8018,
  "homo_lumo_gap_ev": 10.94
}

***

These records have relative energy (zero: lowest compared OMol25 entry of this formula, charge and spin) values of 27.3; 93.0; 59.6; 49.2 kcal/mol, in the order they appear.